[1]
120
Properties=species:S:1:pos:R:3 method="wB97M-V/def2-TZVPD" molar_mass_da=1010.9 homo_energy_ha=-0.350 relative_energy_ev=0.900 e_lumo_ev=-3.96 total_charge=+1 energy_ev=-111397.304
Ti -1.355 1.226 0.374
C -4.321 -3.134 2.497
C -5.024 -2.008 2.903
C -4.506 -0.740 2.706
C -3.249 -0.558 2.107
C -2.564 -1.700 1.683
C -3.096 -2.966 1.873
N -2.730 0.719 1.854
C -3.047 1.788 2.647
C -3.412 1.770 4.011
C -3.648 2.942 4.692
C -3.543 4.203 4.086
C -3.174 4.267 2.765
C -2.920 3.077 2.077
N -2.505 3.044 0.758
N -2.436 4.068 0.043
C -1.906 3.752 -1.228
C -1.912 4.725 -2.212
C -1.392 4.386 -3.453
C -0.890 3.109 -3.651
C -0.908 2.205 -2.600
N -1.400 2.526 -1.406
H -4.736 -4.123 2.641
H -5.999 -2.114 3.360
H -5.092 0.121 2.995
H -1.630 -1.599 1.146
H -2.549 -3.828 1.507
H -3.510 0.821 4.519
H -3.919 2.886 5.739
H -3.733 5.097 4.662
H -3.049 5.207 2.246
H -2.322 5.700 -1.996
H -1.382 5.112 -4.255
H -0.477 2.810 -4.603
H -0.517 1.200 -2.702
C 1.961 -4.512 -2.365
C 1.173 -3.723 -3.422
C 0.428 -4.728 -4.301
C 2.155 -2.942 -4.307
C 0.228 -2.742 -2.726
C 0.778 -1.803 -1.849
C -0.050 -0.907 -1.181
N 0.247 0.149 -0.317
C 1.500 0.633 0.006
C 2.764 0.076 -0.179
C 3.911 0.767 0.209
C 3.790 2.054 0.721
C 2.553 2.661 0.939
C 1.411 1.876 0.683
O 0.161 2.305 0.879
C 2.423 4.108 1.418
C 3.793 4.771 1.599
C 1.655 4.912 0.358
C 1.686 4.185 2.762
C 5.264 0.075 0.047
C 5.294 -1.147 0.977
C 5.446 -0.383 -1.407
C 6.434 0.991 0.407
C -1.438 -0.967 -1.419
O -2.127 -0.068 -0.691
C -2.020 -1.843 -2.334
C -1.140 -2.735 -2.958
C -3.505 -1.778 -2.680
C -4.372 -2.054 -1.444
C -3.878 -2.805 -3.750
C -3.828 -0.380 -3.237
H 2.628 -5.229 -2.848
H 2.577 -3.857 -1.746
H 1.283 -5.065 -1.711
H 1.141 -5.423 -4.747
H -0.292 -5.313 -3.725
H -0.105 -4.236 -5.116
H 2.840 -3.628 -4.810
H 1.621 -2.373 -5.069
H 2.754 -2.241 -3.723
H 1.847 -1.777 -1.732
H 2.883 -0.904 -0.609
H 4.686 2.600 0.962
H 4.358 4.795 0.666
H 3.652 5.802 1.926
H 4.396 4.266 2.356
H 2.179 4.882 -0.600
H 0.643 4.531 0.219
H 1.588 5.956 0.672
H 2.243 3.666 3.545
H 1.603 5.231 3.066
H 0.682 3.769 2.704
H 4.518 -1.867 0.708
H 6.258 -1.655 0.906
H 5.135 -0.850 2.015
H 4.726 -1.153 -1.690
H 5.336 0.454 -2.099
H 6.443 -0.807 -1.542
H 6.395 1.308 1.451
H 7.372 0.455 0.262
H 6.460 1.881 -0.223
H -1.548 -3.439 -3.665
H -4.161 -3.045 -1.037
H -4.207 -1.322 -0.658
H -5.428 -2.026 -1.724
H -3.686 -3.827 -3.418
H -4.944 -2.724 -3.964
H -3.339 -2.637 -4.684
H -3.634 0.396 -2.499
H -3.233 -0.175 -4.129
H -4.882 -0.327 -3.517
I -1.391 -4.351 5.412
C -0.326 -3.409 3.913
C 0.388 -4.122 2.957
C 1.042 -3.452 1.937
C 0.989 -2.075 1.885
N 0.295 -1.414 2.826
C -0.367 -2.033 3.817
H 0.420 -5.202 3.005
H 1.592 -3.984 1.175
H 1.472 -1.468 1.140
H -0.930 -1.386 4.471
O 2.611 -0.011 3.278
S 1.440 0.796 3.036
N 0.132 -0.020 2.749

[2]
70
Properties=species:S:1:pos:R:3 method="wB97M-V/def2-TZVPD" molar_mass_da=794.1 homo_energy_ha="-0.268 / -0.259" s2=12.669 e_lumo_ev="-0.80 / -0.78" multiplicity=7 energy_ev=-116265.783
Tb 0.460 -0.191 0.753
C 3.528 2.194 2.863
C 2.911 2.296 4.111
C 1.540 2.301 4.175
C 0.788 2.149 2.997
N 1.387 1.940 1.801
C 2.733 2.011 1.760
N -0.564 2.367 3.062
C -1.490 1.618 2.593
N -1.331 0.340 2.106
C -2.568 -0.142 1.761
N -2.918 -1.318 1.356
C -2.106 -2.421 1.237
C -2.785 -3.641 1.061
C -2.086 -4.824 1.043
C -0.701 -4.785 1.182
C -0.096 -3.555 1.296
N -0.756 -2.387 1.311
C -3.589 0.900 2.021
C -4.959 0.911 1.861
C -5.645 2.053 2.263
C -4.974 3.136 2.821
C -3.593 3.119 2.987
C -2.918 1.990 2.569
H 4.602 2.241 2.763
H 3.508 2.392 5.008
H 1.002 2.415 5.106
H 3.172 1.928 0.771
H -3.860 -3.600 0.970
H -2.602 -5.769 0.930
H -0.112 -5.691 1.194
H 0.984 -3.493 1.376
H -5.476 0.057 1.442
H -6.721 2.096 2.148
H -5.537 4.008 3.129
H -3.058 3.947 3.433
C 3.806 0.719 -2.520
Si 2.757 -0.796 -2.048
C 3.545 -2.483 -2.425
C 1.330 -0.614 -3.310
C 1.795 -0.957 -4.588
C 1.032 -0.795 -5.731
C -0.246 -0.268 -5.627
C -0.726 0.082 -4.379
C 0.035 -0.072 -3.217
Si -0.790 0.532 -1.608
C -0.734 2.448 -1.700
C -2.658 0.148 -1.796
H 3.640 0.974 -3.568
H 4.874 0.576 -2.368
H 3.500 1.583 -1.923
H 3.713 -2.656 -3.488
H 2.876 -3.269 -2.066
H 4.501 -2.600 -1.920
H 2.797 -1.352 -4.707
H 1.433 -1.077 -6.696
H -0.859 -0.126 -6.509
H -1.727 0.494 -4.303
H -1.208 2.808 -2.615
H 0.291 2.823 -1.674
H -1.266 2.878 -0.846
H -3.117 0.798 -2.543
H -3.179 0.315 -0.851
H -2.837 -0.890 -2.085
Cl 5.159 -0.795 -0.027
C 3.442 -1.126 1.896
Cl 1.924 -1.142 2.773
Cl 4.794 -1.032 2.965
C 3.477 -0.902 0.549
N 2.456 -0.817 -0.302

[3]
24
Properties=species:S:1:pos:R:3 method="wB97M-V/def2-TZVPD" molar_mass_da=185.2 homo_energy_ha=-0.312 relative_energy_ev=2.254 e_lumo_ev=0.67 energy_ev=-18151.823
C 0.902 -0.091 -0.934
C 1.249 0.993 -0.294
C -2.729 0.602 -0.413
C 0.458 1.513 0.884
C -1.229 -0.158 1.151
C -1.030 -0.926 -0.160
C 2.477 1.794 -0.642
C 0.300 -2.793 0.348
N -2.030 -0.422 -0.995
O -3.595 1.258 -0.907
O -2.281 0.754 0.857
O -0.130 0.493 1.682
O -0.920 -2.285 -0.156
H 1.304 -0.613 -1.773
H 1.124 2.039 1.572
H -0.311 2.218 0.548
H -1.556 -0.838 1.952
H 3.182 1.756 0.187
H 2.206 2.834 -0.818
H 2.950 1.393 -1.532
H 1.089 -2.631 -0.390
H 0.145 -3.857 0.499
H 0.584 -2.311 1.284
H -2.157 -0.722 -1.948

[4]
12
Properties=species:S:1:pos:R:3 method="wB97M-V/def2-TZVPD" molar_mass_da=111.2 homo_energy_ha=-0.318 relative_energy_ev=2.925 e_lumo_ev=0.21 energy_ev=-17587.952
C 0.278 0.283 0.171
C -0.983 0.204 0.960
C -1.915 -0.710 0.802
C 0.523 -0.654 -0.963
C 0.682 -1.325 -1.958
H 2.867 2.435 0.535
H -1.191 1.042 1.650
H -2.817 -0.698 1.437
H -1.791 -1.553 0.174
H 0.845 -1.854 -2.870
N 1.064 1.251 0.480
S 2.439 1.580 -0.418